Entry 1:
{"formula": "C10H17N2", "method": "ωB97M-V with the def2-TZVPD basis set", "species": ["C", "C", "C", "C", "C", "C", "C", "C", "C", "C", "N", "N", "H", "H", "H", "H", "H", "H", "H", "H", "H", "H", "H", "H", "H", "H", "H", "H", "H"], "coordinates": [[-4.320, -0.372, -0.046], [-3.943, 0.947, 0.210], [-3.394, -1.337, -0.375], [-2.588, 1.338, 0.174], [-2.037, -0.925, -0.479], [-1.624, 0.363, -0.191], [2.995, 0.990, 0.473], [3.163, -0.839, -1.307], [2.222, 0.234, -0.615], [0.796, -0.166, -0.337], [-0.217, 0.671, -0.254], [0.821, -0.558, 1.507], [-5.370, -0.617, 0.059], [-4.550, 1.753, 0.416], [-3.548, -2.401, -0.321], [-2.232, 2.322, 0.527], [-1.189, -1.511, -0.892], [3.137, 0.378, 1.399], [2.564, 1.935, 0.788], [4.054, 1.092, 0.136], [3.854, -1.351, -0.616], [3.798, -0.229, -1.895], [2.647, -1.351, -2.093], [2.171, 1.081, -1.334], [0.470, -1.153, -0.588], [0.027, 1.610, -0.037], [0.761, 0.256, 2.092], [1.552, -1.107, 1.832], [-0.017, -1.053, 1.765]], "mulliken_charge": [-0.437, -0.629, -0.696, -0.454, -0.091, 0.640, -1.629, -1.525, 0.411, 0.058, -0.065, -0.562, 0.377, 0.473, 0.374, 0.289, 0.272, 0.357, 0.360, 0.413, 0.364, 0.464, 0.406, 0.236, 0.426, 0.252, 0.298, 0.293, 0.325], "orbital_gap_ev": 9.248, "e_homo_ev": -12.3086, "de_lowest_kcal_mol": 3.7, "fmax_ev_per_a": 3.35, "total_energy_ha": -500.46266, "charge": 1}

Entry 2:
{"formula": "C10H17N2O", "method": "ωB97M-V with the def2-TZVPD basis set", "species": ["C", "C", "C", "C", "N", "C", "C", "C", "C", "C", "O", "N", "C", "H", "H", "H", "H", "H", "H", "H", "H", "H", "H", "H", "H", "H", "H", "H", "H", "H"], "coordinates": [[-2.770, 0.981, 0.711], [-1.379, 0.841, 0.002], [-1.259, 1.684, -1.250], [-1.318, -0.656, -0.416], [0.019, -1.105, -0.927], [1.023, -1.033, 0.242], [1.050, -2.241, 1.122], [2.620, -1.095, -0.521], [3.112, 0.153, -0.405], [2.050, 1.115, 0.091], [2.097, 2.304, 0.060], [0.965, 0.344, 0.577], [-0.289, 0.971, 1.041], [-3.379, 0.339, 0.078], [-2.839, 2.064, 0.824], [-2.457, 0.472, 1.637], [-0.138, 1.811, -1.658], [-1.683, 2.746, -1.073], [-1.815, 1.294, -2.181], [-1.669, -1.379, 0.473], [-2.000, -0.786, -1.175], [-0.074, -2.119, -1.214], [0.445, -0.421, -1.544], [1.342, -1.964, 2.133], [1.703, -2.993, 0.729], [0.004, -2.641, 1.235], [3.217, -1.896, -0.942], [3.993, 0.597, -0.845], [0.015, 2.023, 1.189], [-0.584, 0.594, 2.008]], "mulliken_charge": [-1.426, 1.504, -1.224, -1.410, 0.124, 0.200, -1.292, -0.604, -0.654, 0.743, -0.518, 0.172, -1.317, 0.407, 0.419, 0.372, 0.237, 0.380, 0.307, 0.247, 0.645, 0.439, 0.535, 0.353, 0.423, 0.332, 0.398, 0.445, 0.360, 0.404], "orbital_gap_ev": 10.495, "e_homo_ev": -13.7672, "smiles": "CC1(C)C[NH2+][C@@]2(C)C=CC(=O)N2C1", "de_lowest_kcal_mol": 54.5, "fmax_ev_per_a": 5.41, "total_energy_ha": -575.67622, "charge": 1}

Entry 3:
{"formula": "C10H17N2O4", "method": "ωB97M-V with the def2-TZVPD basis set", "species": ["C", "C", "C", "C", "C", "N", "O", "C", "O", "O", "C", "C", "N", "H", "H", "H", "H", "H", "H", "H", "H", "H", "H", "H", "H", "C", "C", "O", "H", "H", "H", "H", "H"], "coordinates": [[-0.917, 3.928, 1.161], [-1.363, 2.815, 1.145], [-1.703, 1.396, 0.966], [-1.823, 1.060, -0.514], [-0.607, 1.362, -1.400], [0.063, 0.152, -1.920], [-2.981, 1.115, 1.599], [-2.832, 0.129, 2.511], [-3.608, -0.134, 3.371], [-1.656, -0.509, 2.278], [-0.762, 0.559, 1.888], [0.586, 0.015, 1.464], [1.641, 1.026, 1.448], [-0.467, 4.889, 1.216], [-2.146, 0.025, -0.642], [-2.658, 1.669, -0.870], [0.106, 2.023, -0.904], [-0.974, 1.919, -2.267], [-0.325, -0.665, -1.461], [1.035, 0.135, -1.608], [-0.641, 1.167, 2.794], [0.564, -0.529, 0.521], [0.846, -0.725, 2.227], [1.743, 1.424, 0.525], [1.456, 1.758, 2.120], [1.698, -3.736, -1.753], [2.700, -2.635, -2.176], [2.613, -1.523, -1.431], [0.671, -3.370, -1.845], [1.794, -4.636, -2.381], [1.873, -4.029, -0.714], [2.518, -2.488, -3.278], [3.707, -3.139, -2.161]], "mulliken_charge": [0.010, -1.728, 2.340, -1.308, -0.446, -0.598, -0.471, 0.530, -0.559, -0.410, -0.033, -0.762, -0.573, 0.497, 0.517, 0.305, 0.231, 0.367, 0.177, 0.299, 0.568, 0.090, 0.327, 0.295, 0.295, -0.986, -0.441, -0.793, 0.204, 0.386, 0.231, 0.202, 0.236], "orbital_gap_ev": 5.519, "e_homo_ev": -2.7229, "de_lowest_kcal_mol": 0.0, "fmax_ev_per_a": 0.95, "total_energy_ha": -801.63805, "charge": -1}

Entry 4:
{"formula": "C10H17N4O2PtSSe2Te2", "method": "ωB97M-V with the def2-TZVPD basis set", "species": ["Pt", "Se", "Te", "Te", "Se", "C", "N", "C", "C", "C", "O", "N", "C", "O", "H", "H", "H", "H", "H", "C", "C", "N", "C", "S", "N", "C", "C", "H", "H", "H", "H", "H", "H", "H", "H", "H", "H", "H", "H"], "coordinates": [[0.083, -0.020, -0.650], [1.443, 0.706, 1.386], [3.428, 1.054, -0.055], [2.349, 2.814, -1.839], [0.437, 1.454, -2.681], [-5.384, -2.366, 0.135], [-4.478, -1.238, 0.045], [-4.793, -0.023, 0.570], [-3.926, 1.001, 0.558], [-2.593, 0.752, 0.038], [-1.671, 1.574, 0.138], [-2.344, -0.441, -0.564], [-3.244, -1.433, -0.617], [-3.090, -2.508, -1.210], [-6.384, -2.009, 0.373], [-5.054, -3.068, 0.904], [-5.395, -2.897, -0.814], [-5.789, 0.059, 0.987], [-4.167, 1.973, 0.957], [-1.665, -1.159, -4.093], [-0.356, -1.874, -3.776], [-0.337, -2.416, -2.416], [0.554, -2.018, -1.462], [0.256, -2.398, 0.212], [1.874, -1.840, -1.849], [2.490, -2.475, -3.006], [3.235, -1.449, -3.855], [-1.618, -0.722, -5.093], [-1.834, -0.356, -3.376], [-2.506, -1.851, -4.035], [0.468, -1.171, -3.895], [-0.212, -2.693, -4.490], [-1.266, -2.605, -2.031], [2.472, -1.768, -1.043], [1.717, -2.973, -3.587], [3.185, -3.249, -2.664], [2.541, -0.702, -4.242], [3.753, -1.930, -4.688], [3.971, -0.927, -3.241]], "mulliken_charge": [1.073, -0.367, -0.215, -0.096, -0.562, -0.991, 0.147, 0.205, -1.162, 0.913, -0.660, -0.147, 0.189, -0.790, 0.320, 0.280, 0.305, 0.274, 0.403, -1.296, -0.009, -0.101, -0.348, -0.254, 0.160, -0.639, -0.923, 0.372, 0.147, 0.400, -0.012, 0.300, 0.323, 0.281, 0.267, 0.412, 0.210, 0.350, 0.240], "orbital_gap_ev": [6.176, 5.370], "spin_multiplicity": 3, "e_homo_ev": [-3.7155, -3.8473], "de_lowest_kcal_mol": 8.9, "fmax_ev_per_a": 1.39, "total_energy_ha": -6617.29832, "charge": -1}